The following is a quantum chemistry calculation of a molecular structure, C51H51N2O10RhS2, from the Open Molecules 2025 dataset.

Calculated values
Multiplicity: 5
Max |F|: 4.73 eV Å⁻¹
ΔE to the lowest compared entry with this formula, charge and spin: 0.0 kcal per mole
Net charge: 0
Orbital gap (spin up / spin down): 6.312 / 6.460 eV

Atoms and positions in Å:
Rh -23.75 1.12 6.19
O -27.46 1.31 12.06
C -27.20 0.10 11.38
C -26.36 0.41 10.10
C -25.64 -0.61 9.55
C -24.80 -0.39 8.44
N -24.58 0.82 7.98
C -25.23 1.89 8.57
C -26.19 1.69 9.54
C -24.70 3.13 8.03
C -25.04 4.45 8.37
C -24.53 5.53 7.62
C -25.44 6.67 7.66
O -26.47 6.54 6.69
C -23.42 5.33 6.85
C -23.09 4.01 6.59
N -23.74 2.94 7.04
H -28.20 1.16 12.69
H -28.17 -0.36 11.07
H -26.57 -0.58 11.97
H -25.68 -1.58 10.06
H -24.26 -1.27 8.03
H -26.81 2.53 9.89
H -25.77 4.58 9.15
H -24.86 7.58 7.51
H -25.95 6.78 8.64
H -26.57 5.57 6.47
H -22.84 6.18 6.45
H -22.24 3.82 5.96
C -20.04 -3.40 4.13
C -19.79 -1.93 4.17
C -18.46 -1.62 3.56
O -19.90 -1.47 5.48
C -21.11 -0.70 5.60
C -21.69 -0.54 4.21
O -20.84 -1.29 3.40
C -23.25 -1.00 4.14
O -23.97 -0.61 5.28
C -23.69 -0.27 2.84
C -23.51 1.11 2.75
C -23.66 1.80 1.56
C -23.99 1.09 0.44
C -24.27 -0.25 0.55
C -24.18 -0.90 1.75
C -23.34 -2.55 4.09
C -23.07 -3.26 2.92
C -23.42 -4.58 2.81
C -24.00 -5.27 3.92
C -24.23 -4.59 5.12
C -23.81 -3.24 5.20
C -20.88 0.60 6.38
O -21.90 1.50 6.07
C -19.58 1.34 5.96
C -18.38 1.07 6.64
C -17.31 1.94 6.39
C -17.43 2.97 5.47
C -18.61 3.17 4.76
C -19.63 2.32 4.97
C -20.83 0.19 7.90
C -21.13 1.16 8.90
C -21.02 0.83 10.25
C -20.72 -0.47 10.66
C -20.40 -1.41 9.69
C -20.38 -1.02 8.33
H -19.21 -3.86 4.64
H -20.04 -3.71 3.06
H -20.91 -3.70 4.71
H -17.73 -2.17 4.14
H -18.30 -0.57 3.61
H -18.48 -1.98 2.52
H -21.89 -1.26 6.09
H -21.68 0.49 3.93
H -23.38 1.70 3.67
H -23.50 2.90 1.62
H -24.00 1.63 -0.51
H -24.53 -0.86 -0.34
H -24.60 -1.92 1.77
H -22.60 -2.80 2.05
H -23.12 -5.14 1.97
H -24.26 -6.33 3.82
H -24.60 -5.08 6.02
H -23.89 -2.79 6.21
H -18.34 0.22 7.36
H -16.44 1.96 7.06
H -16.61 3.70 5.33
H -18.77 4.01 4.11
H -20.47 2.40 4.31
H -21.51 2.14 8.54
H -21.42 1.54 10.96
H -20.68 -0.71 11.72
H -20.07 -2.40 9.93
H -20.02 -1.76 7.64
C -27.50 2.71 3.66
S -26.36 3.04 5.07
O -25.97 1.71 5.67
O -27.14 3.86 6.01
O -25.19 3.66 4.49
H -28.51 2.61 4.03
H -27.32 1.77 3.07
H -27.44 3.53 2.98
C -18.32 8.20 6.08
S -19.77 7.80 7.16
O -20.41 9.11 7.50
C -18.99 7.18 8.62
C -18.40 5.94 8.57
C -17.89 5.39 9.80
C -18.01 6.11 10.99
C -18.49 7.44 10.96
C -18.93 7.98 9.77
H -17.57 8.53 6.81
H -18.68 9.04 5.50
H -18.04 7.24 5.50
H -18.35 5.36 7.64
H -17.53 4.35 9.76
H -17.51 5.76 11.87
H -18.48 8.09 11.83
H -19.15 9.02 9.74